Formula: C12H19IN
Source: the Open Molecules 2025 dataset
Level of theory: ωB97M-V with the def2-TZVPD basis set

Values from the calculation:
- charge = +1
- LUMO energy (eV) = -3.32
- multiplicity = 1
- energy above the lowest of the compared OMol25 structures with the same formula, charge and spin (kJ/mol) = 201.8
- molecular weight (u) = 304.2
- largest force on an atom (eV/A) = 5.220
- highest occupied orbital energy (eV) = -11.6
- frontier orbital gap (Eh) = 0.304
- total energy (eV) = -22332.0590

CARTESIAN COORDINATES (ANGSTROEM)
C 1.651474 -0.547761 0.313981
C 0.320657 0.036371 -0.027192
C -0.422566 -0.887588 -0.555560
C 1.883319 -1.847477 0.540966
C -0.346258 -2.360336 -0.708744
C 0.697674 -2.761811 0.293288
C -0.273772 1.395327 0.226525
C -1.821591 1.307677 0.172200
C -2.315799 0.113106 -0.662131
C 3.248151 -2.362387 0.889422
C 0.246467 1.853511 1.646830
C -2.514977 2.650931 -0.238135
N -2.718129 0.576562 -2.046207
I -3.918132 -0.829727 0.363115
H 2.517627 0.232349 0.465827
H -1.256593 -2.873700 -0.440910
H -0.117811 -2.687944 -1.723542
H 1.023541 -3.810202 0.120487
H 0.158087 -2.696113 1.231515
H 0.184399 2.140206 -0.431074
H -2.102491 0.947793 1.204234
H 3.914321 -1.465027 1.098225
H 3.769021 -3.088198 0.259659
H 2.936590 -2.866604 1.929986
H 1.400437 2.059296 1.760139
H 0.111365 1.115911 2.338235
H -0.429258 2.760142 1.982562
H -3.655767 2.524095 -0.469555
H -1.906501 3.098508 -1.141915
H -2.373940 3.414340 0.725540
H -3.488885 1.381134 -2.058841
H -3.085480 -0.169638 -2.710635
H -1.837152 0.922762 -2.514828

Force components x, y, z for each atom (eV/Å):
2.37 2.91 1.00
0.23 -0.96 -0.20
-5.08 0.49 -1.08
-0.25 0.72 -2.72
0.53 0.70 -0.80
0.98 -1.38 1.24
1.86 0.53 1.35
-0.47 -0.27 0.59
2.80 -0.93 0.44
-0.85 0.45 3.33
0.18 3.48 -1.14
0.70 1.52 1.41
-0.84 0.60 -1.84
0.06 -0.16 -0.65
-1.67 -1.64 -0.33
-0.51 0.13 0.11
0.15 0.27 -0.20
-0.23 0.61 0.27
-0.07 -0.59 0.63
-0.40 -0.10 -0.49
0.21 1.00 -0.85
-0.69 -1.33 -0.17
-0.56 0.10 -0.08
1.54 0.66 -1.89
-2.37 0.11 -0.80
-0.79 -2.21 1.89
1.78 -1.51 -0.53
2.08 0.44 0.56
-1.49 -0.62 1.67
-0.61 -1.82 -2.85
2.03 -1.87 0.22
0.50 0.77 1.37
-1.13 -0.10 0.55